Density functional theory data (ωB97M-V with the def2-TZVPD basis set) for a single C18H13N3O3S molecule.

XYZ file:
```
38
Properties=species:S:1:pos:R:3:mulliken_charge:R:1
O 3.72 1.90 2.23 -0.630
C 3.65 0.84 1.66 0.795
N 2.60 0.42 0.90 0.107
C 1.40 1.08 0.62 0.577
C 0.48 0.42 -0.19 -0.635
C -0.73 1.03 -0.51 0.019
C -1.02 2.30 -0.02 -0.613
C -0.10 2.95 0.78 -0.834
C 1.10 2.35 1.11 -0.460
H 1.82 2.86 1.73 0.550
H -0.32 3.93 1.17 0.383
H -1.96 2.77 -0.27 0.487
C -1.66 0.32 -1.36 0.583
N -1.51 -0.86 -1.87 -0.303
N -2.60 -1.13 -2.59 -0.599
C -3.38 -0.09 -2.50 0.664
C -4.66 0.07 -3.12 0.334
C -5.35 -0.80 -3.94 -0.570
C -6.55 -0.14 -4.27 -0.373
C -6.50 1.07 -3.64 -0.489
O -5.37 1.20 -2.94 -0.360
H -7.19 1.89 -3.61 0.454
H -7.34 -0.51 -4.89 0.460
H -5.02 -1.77 -4.24 0.543
O -2.84 0.87 -1.72 -0.345
H 0.68 -0.57 -0.58 0.528
H 2.68 -0.50 0.49 0.026
C 4.78 -0.20 1.72 -1.169
C 4.31 -1.44 2.39 0.539
C 4.31 -1.72 3.72 -0.678
C 3.74 -2.98 4.02 -0.409
C 3.31 -3.64 2.92 -0.457
S 3.59 -2.74 1.49 -0.129
H 2.84 -4.60 2.85 0.440
H 3.66 -3.38 5.02 0.391
H 4.71 -1.05 4.46 0.432
H 5.60 0.24 2.28 0.364
H 5.11 -0.42 0.70 0.378
```

The calculation puts the HOMO energy at -8.20 eV. The relative energy (zero: lowest compared OMol25 entry of this formula, charge and spin) is 9.0 kJ/mol. As for the HOMO-LUMO gap: 0.307 hartree. Its charge is 0. As for the SMILES: O=C(Cc1cccs1)Nc1cccc(-c2nnc(-c3ccco3)o2)c1.


Density functional theory data (ωB97M-V with the def2-TZVPD basis set) for a molecular structure, C18H14AuN9O4S2.

XYZ file:
```
48
Properties=species:S:1:pos:R:3:mulliken_spin:R:1
Au 0.59 -0.32 -0.10 0.575
O 2.67 -0.28 -0.52 0.154
C 3.50 0.70 -0.35 0.029
C 4.88 0.37 -0.26 0.017
C 5.85 1.33 -0.12 -0.001
C 5.50 2.69 -0.05 0.007
C 4.17 3.03 -0.12 -0.002
C 3.15 2.07 -0.25 -0.033
C 1.77 2.52 -0.32 0.020
N 0.68 1.79 -0.50 0.122
C -0.41 2.63 -0.54 -0.003
C 0.02 3.90 -0.40 0.010
N 1.39 3.82 -0.26 0.007
H 5.13 -0.68 -0.33 -0.001
H 6.89 1.04 -0.06 0.000
H 6.26 3.45 0.04 0.000
H 3.92 4.08 -0.09 0.000
H -1.41 2.26 -0.69 0.004
H -0.50 4.84 -0.39 0.000
H 2.00 4.60 -0.12 0.000
O -1.86 0.53 1.82 0.004
C -2.30 0.08 0.79 0.009
N -1.55 -0.43 -0.23 0.098
S -2.44 -0.86 -1.56 0.008
O -2.26 -2.25 -1.85 -0.001
O -2.24 0.08 -2.62 0.000
C -4.01 -0.54 -0.78 0.009
C -5.28 -0.72 -1.27 0.000
C -6.34 -0.33 -0.45 0.000
C -6.11 0.21 0.81 0.000
C -4.81 0.38 1.28 -0.003
C -3.76 -0.01 0.47 0.000
H -5.46 -1.13 -2.26 0.000
H -7.35 -0.46 -0.81 0.000
H -6.95 0.50 1.42 0.000
H -4.62 0.80 2.26 0.000
S 0.02 0.18 4.58 0.693
C 0.61 -0.27 3.16 -0.147
N 1.08 -0.63 2.14 0.349
N 2.20 -5.56 -0.64 0.001
N 1.38 -4.51 -0.34 0.002
N 0.16 -4.70 0.13 0.003
C -0.28 -3.45 0.20 -0.005
N 0.65 -2.59 -0.20 0.076
N 1.71 -3.28 -0.55 -0.002
H 1.86 -6.39 -0.18 0.000
H 3.16 -5.33 -0.40 0.000
H -1.27 -3.18 0.52 0.000
```

The calculation puts the HOMO energy (alpha / beta) at -7.44 / -7.38 eV. The relative energy (zero: lowest compared OMol25 entry of this formula, charge and spin) is 76.8 kJ/mol. As for the spin multiplicity: 3. As for the HOMO-LUMO gap (alpha / beta): 0.292 / 0.147 hartree. Its charge is 0.


Density functional theory data (ωB97M-V with the def2-TZVPD basis set) for a molecular structure, C18H14Br2F3N3RuS2.

XYZ file:
```
43
Properties=species:S:1:pos:R:3:mulliken_spin:R:1
Ru -1.13 0.99 -0.12 1.118
C -4.54 4.87 -1.41 -0.001
S -3.24 5.29 -0.24 -0.006
C -2.30 3.82 -0.21 -0.011
S -2.70 2.41 -1.08 0.004
N -1.23 3.92 0.53 0.037
N -0.46 2.79 0.53 -0.012
C 0.71 3.02 1.08 -0.035
C 1.89 2.24 0.96 -0.021
C 3.09 2.72 1.53 -0.007
C 4.27 2.05 1.32 -0.007
C 4.29 0.88 0.54 -0.006
C 3.12 0.42 0.02 -0.003
N 1.95 1.08 0.24 -0.022
H -5.19 5.75 -1.44 0.000
H -5.12 4.01 -1.08 0.000
H -4.14 4.70 -2.41 0.000
H 0.83 3.99 1.56 -0.001
H 3.06 3.63 2.11 -0.001
H 5.19 2.43 1.75 0.000
H 5.20 0.34 0.35 0.000
H 3.03 -0.49 -0.57 -0.003
Br -2.14 0.60 2.60 0.053
C -3.65 -0.25 1.76 -0.001
Br -3.21 -0.67 -0.08 0.008
H -4.48 0.43 1.76 0.001
H -3.87 -1.18 2.27 0.000
F 0.11 -6.91 -0.22 0.000
C 1.02 -6.20 -0.91 0.000
F 2.23 -6.48 -0.38 0.000
F 1.02 -6.65 -2.17 0.000
C 0.75 -4.72 -0.85 0.000
C 1.32 -3.89 -1.80 -0.001
C 1.13 -2.52 -1.72 0.003
C 0.36 -1.98 -0.69 -0.020
C -0.24 -2.83 0.24 -0.001
C -0.03 -4.19 0.17 -0.001
C 0.20 -0.55 -0.56 -0.066
C 0.76 0.55 -0.22 -0.001
H 1.90 -4.31 -2.61 0.000
H 1.56 -1.87 -2.47 0.001
H -0.85 -2.41 1.03 0.002
H -0.48 -4.85 0.90 0.000
```

The calculation puts the HOMO energy (alpha / beta) at -10.76 / -10.45 eV. The relative energy (zero: lowest compared OMol25 entry of this formula, charge and spin) is 135.1 kJ/mol. As for the spin multiplicity: 2. As for the HOMO-LUMO gap (alpha / beta): 0.224 / 0.212 hartree. Its charge is +1.


Density functional theory data (ωB97M-V with the def2-TZVPD basis set) for a molecular structure, C18H14Cl2CrF6NOSb.

XYZ file:
```
44
Properties=species:S:1:pos:R:3:mulliken_spin:R:1
Cr -1.94 -0.38 -0.10 3.974
Cl -3.91 -2.13 0.29 0.006
C -4.43 -2.22 -1.42 -0.001
Cl -3.19 -1.50 -2.46 0.027
H -5.34 -1.64 -1.52 0.001
H -4.56 -3.26 -1.69 0.001
C 0.86 -1.46 1.42 0.032
C 0.39 -2.22 0.22 -0.003
O -0.64 -1.85 -0.38 0.005
C 1.09 -3.41 -0.25 0.007
C 0.65 -4.04 -1.41 0.006
C 1.29 -5.18 -1.87 -0.003
C 2.37 -5.70 -1.16 0.006
C 2.81 -5.08 0.01 -0.002
C 2.18 -3.94 0.46 0.004
H 0.38 -0.48 1.48 -0.025
H 1.94 -1.34 1.42 0.001
H 0.58 -2.01 2.32 0.001
H -0.19 -3.63 -1.96 0.000
H 0.96 -5.66 -2.78 0.000
H 2.87 -6.59 -1.51 0.000
H 3.64 -5.49 0.56 0.000
H 2.52 -3.47 1.37 0.000
N 3.20 8.12 -0.30 0.091
C 2.66 7.11 -0.40 -0.019
C 1.99 5.85 -0.52 0.155
C 1.90 5.24 -1.77 -0.037
C 1.26 4.03 -1.89 0.087
C 0.72 3.41 -0.74 0.060
C 0.82 4.04 0.52 0.094
C 1.45 5.25 0.63 -0.046
C 0.06 2.19 -0.82 0.765
C -0.63 1.13 -0.76 -0.225
H 2.32 5.73 -2.63 -0.001
H 1.17 3.53 -2.85 -0.001
H 0.38 3.55 1.38 0.011
H 1.54 5.75 1.58 0.000
F -3.09 1.09 0.61 0.006
Sb -2.77 1.17 2.62 0.007
F -3.27 2.96 2.63 0.000
F -4.51 0.55 2.82 0.001
F -2.37 0.98 4.42 0.000
F -2.18 -0.67 2.21 0.010
F -0.98 1.66 2.18 0.004
```

The calculation puts the HOMO energy (alpha / beta) at -12.60 / -12.71 eV. As for the spin multiplicity: 6. As for the HOMO-LUMO gap (alpha / beta): 0.320 / 0.209 hartree. Its charge is +1.


Density functional theory data (ωB97M-V with the def2-TZVPD basis set) for a molecular structure, C18H14CsF4N3O6.

XYZ file:
```
46
Properties=species:S:1:pos:R:3:mulliken_charge:R:1
Cs -0.71 -0.06 0.72 1.193
C 2.41 -1.34 -1.58 -1.036
N 2.60 -0.17 -0.76 0.420
C 2.77 1.02 -1.55 -1.090
C 3.65 -0.36 0.22 -0.894
C 3.88 0.83 1.16 -1.016
N 2.62 1.37 1.57 -0.216
C 2.50 2.14 2.63 0.416
C 1.19 2.69 2.91 0.044
F 0.24 2.42 1.99 -0.281
C 0.89 3.47 3.98 -0.009
F -0.38 3.92 4.12 -0.347
C 1.84 3.84 4.93 -0.699
C 3.12 3.36 4.69 0.120
F 4.12 3.69 5.55 -0.357
C 3.45 2.57 3.61 0.500
F 4.76 2.20 3.48 -0.363
H 3.28 -1.56 -2.22 0.327
H 1.53 -1.23 -2.22 0.318
H 2.24 -2.22 -0.94 0.300
H 3.70 0.99 -2.15 0.283
H 2.77 1.90 -0.91 0.228
H 1.93 1.11 -2.25 0.390
H 4.62 -0.59 -0.29 0.328
H 3.39 -1.24 0.81 0.410
H 4.51 1.57 0.64 0.341
H 4.51 0.45 1.98 0.452
H 1.60 4.43 5.80 0.447
O -6.48 -3.51 -0.53 -0.557
C -5.23 -2.94 -0.45 1.225
C -4.57 -2.47 -1.58 -0.367
C -3.31 -1.91 -1.42 -0.270
N -2.71 -1.81 -0.23 -0.116
C -3.36 -2.28 0.85 0.264
C -4.62 -2.84 0.78 -0.535
C -2.64 -2.19 2.21 0.140
O -3.37 -2.26 3.21 -0.756
O -1.38 -2.07 2.15 -0.842
C -2.56 -1.42 -2.67 0.032
O -3.20 -1.37 -3.74 -0.825
O -1.36 -1.13 -2.47 -0.608
H -6.75 -3.48 -1.45 0.278
H -5.00 -2.51 -2.58 0.398
H -5.10 -3.18 1.69 0.490
O -1.80 1.55 -1.40 -0.249
C -1.07 1.34 -2.23 0.088
```

The calculation puts the HOMO energy at -1.63 eV. As for the HOMO-LUMO gap: 0.214 hartree. Its charge is -2.


Density functional theory data (ωB97M-V with the def2-TZVPD basis set) for a single C18H14F4N4O2 molecule.

XYZ file:
```
42
Properties=species:S:1:pos:R:3:mulliken_charge:R:1
O 2.86 4.01 1.00 -0.598
F 0.88 -3.04 3.42 -0.300
F -1.42 -0.18 -1.59 -0.236
F -3.22 -1.00 -0.74 -0.286
F -2.25 -2.23 -2.21 -0.266
N 3.51 -1.33 -1.25 -1.152
N 0.86 1.48 2.47 -0.459
O -0.59 1.57 2.75 -0.186
C 2.53 2.84 1.06 0.185
C 4.13 -0.32 -0.64 -0.582
C 1.17 2.47 1.68 0.250
C -3.12 3.92 1.34 -1.060
C -0.07 3.20 1.38 -0.174
C -1.09 2.60 2.01 0.577
C 3.17 0.62 -0.17 0.591
C 2.04 -0.03 -0.26 -0.657
C -2.49 3.03 2.16 0.840
C -1.28 -2.32 2.39 -0.477
C -1.97 -1.98 1.24 -0.638
C 0.76 -2.55 1.09 -0.343
C 0.16 -2.62 2.38 0.148
C -1.28 -1.87 -0.03 0.443
C 0.11 -2.18 -0.12 0.073
N 3.36 1.96 0.33 -0.185
N 2.20 -1.19 -0.88 0.911
C -3.14 2.64 3.44 -1.111
C -2.06 -1.35 -1.21 0.916
C 1.09 -1.96 -1.31 -0.738
H 5.20 -0.09 -0.80 0.392
H -4.19 4.33 1.48 0.254
H -2.56 4.34 0.40 0.164
H -0.14 4.04 0.62 0.241
H 1.01 0.30 -0.05 0.481
H -1.69 -2.29 3.43 0.324
H -2.99 -1.60 1.48 0.343
H 1.86 -2.64 1.05 0.336
H 4.14 2.47 -0.06 0.243
H -3.43 1.60 3.51 0.248
H -4.13 3.24 3.47 0.354
H -2.42 2.91 4.21 0.305
H 1.35 -2.95 -1.60 0.398
H 0.50 -1.50 -2.12 0.427
```

The calculation puts the HOMO energy at -8.86 eV. The relative energy (zero: lowest compared OMol25 entry of this formula, charge and spin) is 11.1 kJ/mol. As for the HOMO-LUMO gap: 0.327 hartree. Its charge is 0. As for the SMILES: C=C(C)c1cc(C(=O)Nc2cnn(Cc3cc(F)ccc3C(F)(F)F)c2)no1.


Copy entry 1 word for word.
Density functional theory data (ωB97M-V with the def2-TZVPD basis set) for a single C18H13N3O3S molecule.

XYZ file:
```
38
Properties=species:S:1:pos:R:3:mulliken_charge:R:1
O 3.72 1.90 2.23 -0.630
C 3.65 0.84 1.66 0.795
N 2.60 0.42 0.90 0.107
C 1.40 1.08 0.62 0.577
C 0.48 0.42 -0.19 -0.635
C -0.73 1.03 -0.51 0.019
C -1.02 2.30 -0.02 -0.613
C -0.10 2.95 0.78 -0.834
C 1.10 2.35 1.11 -0.460
H 1.82 2.86 1.73 0.550
H -0.32 3.93 1.17 0.383
H -1.96 2.77 -0.27 0.487
C -1.66 0.32 -1.36 0.583
N -1.51 -0.86 -1.87 -0.303
N -2.60 -1.13 -2.59 -0.599
C -3.38 -0.09 -2.50 0.664
C -4.66 0.07 -3.12 0.334
C -5.35 -0.80 -3.94 -0.570
C -6.55 -0.14 -4.27 -0.373
C -6.50 1.07 -3.64 -0.489
O -5.37 1.20 -2.94 -0.360
H -7.19 1.89 -3.61 0.454
H -7.34 -0.51 -4.89 0.460
H -5.02 -1.77 -4.24 0.543
O -2.84 0.87 -1.72 -0.345
H 0.68 -0.57 -0.58 0.528
H 2.68 -0.50 0.49 0.026
C 4.78 -0.20 1.72 -1.169
C 4.31 -1.44 2.39 0.539
C 4.31 -1.72 3.72 -0.678
C 3.74 -2.98 4.02 -0.409
C 3.31 -3.64 2.92 -0.457
S 3.59 -2.74 1.49 -0.129
H 2.84 -4.60 2.85 0.440
H 3.66 -3.38 5.02 0.391
H 4.71 -1.05 4.46 0.432
H 5.60 0.24 2.28 0.364
H 5.11 -0.42 0.70 0.378
```

The calculation puts the HOMO energy at -8.20 eV. The relative energy (zero: lowest compared OMol25 entry of this formula, charge and spin) is 9.0 kJ/mol. As for the HOMO-LUMO gap: 0.307 hartree. Its charge is 0. As for the SMILES: O=C(Cc1cccs1)Nc1cccc(-c2nnc(-c3ccco3)o2)c1.


What is the charge in the first record? 0